Formula: C22H23BrFeN7O
Source: the OMol25 dataset
Level of theory: ωB97M-V/def2-TZVPD

Structure (XYZ):
```
55
Properties=species:S:1:pos:R:3:forces:R:3
Fe -0.1102 -0.6181 0.1908 2.0 -0.2 -3.3
Br 0.1563 4.3584 -5.3611 0.0 0.0 0.0
C 0.1203 2.8744 -4.2103 0.2 0.0 -0.3
C 0.8724 1.7221 -4.5341 0.0 0.0 0.0
C 0.8946 0.6272 -3.7112 0.1 -0.2 -0.2
C 0.1805 0.6175 -2.4981 0.0 0.1 0.1
O 0.3422 -0.4034 -1.6993 -0.2 -1.0 0.5
C -0.6282 1.7565 -2.2189 0.5 0.3 -0.2
C -1.4394 1.7274 -1.0914 -0.3 -0.2 0.2
N -1.5032 0.6315 -0.3880 0.9 0.0 1.8
C -2.1516 0.3618 0.8079 -1.2 0.1 0.4
C -2.7091 1.2392 1.7104 0.2 0.3 -0.2
C -3.3506 0.7796 2.8724 0.0 0.0 0.1
C -3.4575 -0.5592 3.1339 -0.1 0.1 0.1
C -2.9193 -1.4944 2.2300 0.1 -0.3 -0.3
C -3.0684 -2.8947 2.3679 0.0 0.0 0.0
C -2.6189 -3.7282 1.3816 -0.1 0.0 -0.1
C -1.9352 -3.1866 0.2787 0.1 0.0 -0.2
N -1.7238 -1.8946 0.1286 0.2 0.5 1.1
C -2.2449 -1.0481 1.0718 -1.0 0.2 0.2
C -0.6268 2.8876 -3.0844 -0.3 -0.1 0.4
H 1.4408 1.7132 -5.4554 0.0 0.0 0.0
H 1.4712 -0.2523 -3.9679 0.0 0.1 0.0
H -2.0338 2.6035 -0.8323 -0.3 -0.2 -0.1
H -2.6870 2.3023 1.4998 0.0 0.0 0.1
H -3.7950 1.4963 3.5503 0.0 0.0 0.0
H -3.9996 -0.9103 4.0033 0.1 0.0 0.0
H -3.5617 -3.2923 3.2473 0.0 0.0 0.0
H -2.7725 -4.7968 1.4374 0.0 0.0 0.0
H -1.5673 -3.8324 -0.5127 0.1 0.0 0.1
H -1.2442 3.7467 -2.8494 0.0 0.0 0.1
N 1.0676 -2.3592 0.0881 0.0 0.3 0.3
C 1.3942 -2.8668 1.4417 0.0 -0.1 0.0
C 1.6789 -1.6752 2.3156 0.0 0.1 0.0
N 0.4902 -0.7880 2.2689 -0.3 -0.2 -0.2
H 0.5684 -3.0649 -0.4435 0.0 0.1 -0.1
H 1.9158 -2.1724 -0.4396 0.0 0.0 0.0
H 2.2383 -3.5550 1.4411 0.0 0.0 -0.1
H 0.5237 -3.4072 1.8199 0.0 0.0 0.0
H 2.5239 -1.1151 1.9154 0.0 0.0 0.1
H 1.9270 -1.9849 3.3294 0.0 0.0 0.1
H 0.7419 0.1250 2.6368 -0.1 0.0 0.0
H -0.2354 -1.1541 2.8825 0.0 0.0 0.0
N 4.3367 1.5774 -1.8562 0.0 0.0 0.0
C 3.2693 1.7083 -1.0463 0.2 0.0 0.0
C 2.6213 0.5917 -0.4805 0.0 -0.2 0.2
N 1.5506 0.7302 0.2879 -0.8 0.6 -0.4
C 1.1342 1.9816 0.5585 0.1 -0.1 0.3
C 1.7814 3.0703 0.0015 0.2 0.0 0.0
N 2.8142 2.9406 -0.8127 0.0 0.1 0.0
H 4.8026 0.6977 -1.9846 0.0 0.0 0.0
H 4.7947 2.4117 -2.1847 0.0 0.0 0.0
H 2.9818 -0.4084 -0.6853 -0.1 0.0 -0.1
H 0.2987 2.1021 1.2366 -0.1 0.0 -0.1
H 1.4498 4.0807 0.2116 0.0 0.0 0.0
```
Positions in Å, forces in eV/Å.

Calculated values
- Spin multiplicity: 2
- HOMO energy (alpha / beta): -13.41 / -13.40 eV
- Total charge: +2
- <S²>: 0.823
- LUMO energy (alpha / beta): -0.269 / -0.261 hartree

Formally, the natural (NBO) partial charges of the atoms, in units of the elementary charge, are as follows: number 1, Fe, carries 1.18; number 2, Br, carries 0.14; number 3, C, carries -0.13; number 4, C, carries -0.12; number 5, C, carries -0.29; number 6, C, carries 0.50; number 7, O, carries -0.68; number 8, C, carries -0.27; number 9, C, carries 0.23; number 10, N, carries -0.49; number 11, C, carries 0.06; number 12, C, carries -0.20; number 13, C, carries -0.16; number 14, C, carries -0.17; number 15, C, carries -0.11; number 16, C, carries -0.07; number 17, C, carries -0.25; number 18, C, carries 0.10; number 19, N, carries -0.46; number 20, C, carries 0.20; number 21, C, carries -0.15; number 22, H, carries 0.25; number 23, H, carries 0.24; number 24, H, carries 0.22; number 25, H, carries 0.24; number 26, H, carries 0.25; number 27, H, carries 0.25; number 28, H, carries 0.25; number 29, H, carries 0.26; number 30, H, carries 0.22; number 31, H, carries 0.24; number 32, N, carries -0.78; number 33, C, carries -0.24; number 34, C, carries -0.23; number 35, N, carries -0.80; number 36, H, carries 0.41; number 37, H, carries 0.40; number 38, H, carries 0.24; number 39, H, carries 0.21; number 40, H, carries 0.21; number 41, H, carries 0.24; number 42, H, carries 0.41; number 43, H, carries 0.40; number 44, N, carries -0.76; number 45, C, carries 0.37; number 46, C, carries -0.01; number 47, N, carries -0.43; number 48, C, carries -0.08; number 49, C, carries 0.06; number 50, N, carries -0.39; number 51, H, carries 0.41; number 52, H, carries 0.43; number 53, H, carries 0.19; number 54, H, carries 0.21; number 55, H, carries 0.23

Formula: CH2ClO2S
Source: the OMol25 dataset
Level of theory: ωB97M-V/def2-TZVPD

Structure (XYZ):
```
7
Properties=species:S:1:pos:R:3:forces:R:3
C 1.8005 -0.0382 -0.1273 -0.6 -0.5 2.1
O -1.3430 -0.9167 0.9990 0.4 1.0 -1.3
O -1.4031 -0.9555 -1.4638 0.6 1.2 1.2
S -0.8110 -0.3397 -0.2569 -0.4 -2.8 0.2
Cl -1.4663 1.8519 -0.2355 -0.1 0.1 0.0
H 1.1726 0.8697 0.0715 1.1 0.0 0.2
H 2.0505 -0.4716 1.0130 -1.0 1.0 -2.4
```
Positions in Å, forces in eV/Å.

Calculated values
- Energy relative to the best compared isomer or geometry (same formula, charge and spin): 260.95 kJ/mol
- HOMO energy (alpha / beta): -5.06 / -5.06 eV
- Total charge: -1
- LUMO energy (alpha / beta): 0.112 / 0.112 hartree

Formally, the natural (NBO) partial charges of the atoms, in units of the elementary charge, are as follows: number 1, C, carries -0.44; number 2, O, carries -0.95; number 3, O, carries -0.94; number 4, S, carries 1.68; number 5, Cl, carries -0.53; number 6, H, carries 0.11; number 7, H, carries 0.09

Formula: C4H8FNO2
Source: the OMol25 dataset
Level of theory: ωB97M-V/def2-TZVPD

Structure (XYZ):
```
16
Properties=species:S:1:pos:R:3:forces:R:3
C 1.1482 0.8347 0.7790 -0.3 0.0 -0.7
C 1.2982 -1.6821 -0.4610 -1.1 1.3 2.1
C -1.8468 0.9827 -0.0759 0.3 -2.4 1.4
C 0.1551 -0.2950 0.6570 2.7 -3.1 -2.6
N -0.8086 -0.0806 -0.3226 -1.6 1.7 0.5
O 1.8689 1.0659 1.6988 -0.1 -0.2 0.2
O 1.2492 1.5115 -0.3952 -1.6 0.9 -1.1
F -0.1680 -0.9078 1.8185 -0.3 0.4 0.0
H 1.1095 -2.7313 -0.1360 0.0 1.0 0.1
H 0.8554 -1.4706 -1.4176 0.0 0.1 -0.3
H 2.3614 -1.4132 -0.4003 -0.5 0.0 0.1
H -1.3141 1.9009 -0.0414 -0.2 1.1 0.4
H -2.5836 0.9432 -0.8302 -0.3 0.2 -1.4
H -2.4756 0.7239 0.8042 0.8 0.7 0.1
H 0.3780 1.4989 -0.9542 2.4 -0.7 1.6
H -1.2273 -0.8809 -0.7230 -0.1 -1.0 -0.2
```
Positions in Å, forces in eV/Å.

Calculated values
- Energy relative to the best compared isomer or geometry (same formula, charge and spin): 222.65 kJ/mol
- HOMO energy: -9.75 eV
- LUMO energy: 0.019 hartree

Formally, the natural (NBO) partial charges of the atoms, in units of the elementary charge, are as follows: number 1, C, carries 0.70; number 2, C, carries -0.58; number 3, C, carries -0.43; number 4, C, carries 0.46; number 5, N, carries -0.69; number 6, O, carries -0.53; number 7, O, carries -0.70; number 8, F, carries -0.33; number 9, H, carries 0.21; number 10, H, carries 0.19; number 11, H, carries 0.21; number 12, H, carries 0.19; number 13, H, carries 0.21; number 14, H, carries 0.20; number 15, H, carries 0.51; number 16, H, carries 0.39

Formula: H3N2O2S
Source: the OMol25 dataset
Level of theory: ωB97M-V/def2-TZVPD

Structure (XYZ):
```
8
Properties=species:S:1:pos:R:3:forces:R:3
N -0.8329 -1.5505 -0.0001 0.4 0.3 0.0
N 0.8638 0.3450 0.0000 -0.8 -0.4 0.0
O -1.3314 0.6452 -1.2246 0.0 -0.1 0.2
O -1.3314 0.6451 1.2246 0.0 -0.1 -0.2
S -0.8372 -0.0023 0.0000 0.6 0.2 0.0
H -1.8005 -1.8292 0.0000 -0.5 -0.2 0.0
H 0.9962 0.9174 -0.8204 0.1 0.2 -0.1
H 0.9962 0.9173 0.8204 0.1 0.2 0.1
```
Positions in Å, forces in eV/Å.

Calculated values
- Energy relative to the best compared isomer or geometry (same formula, charge and spin): 0.00 kJ/mol
- HOMO energy: -3.67 eV
- Total charge: -1
- LUMO energy: 0.155 hartree
- SMILES: N=[S@@](N)(=O)[O-]

Formally, the natural (NBO) partial charges of the atoms, in units of the elementary charge, are as follows: number 1, N, carries -1.25; number 2, N, carries -1.07; number 3, O, carries -1.05; number 4, O, carries -1.05; number 5, S, carries 2.35; number 6, H, carries 0.33; number 7, H, carries 0.37; number 8, H, carries 0.37

Formula: C4H12O
Source: the OMol25 dataset
Level of theory: ωB97M-V/def2-TZVPD

Structure (XYZ):
```
17
Properties=species:S:1:pos:R:3:forces:R:3
C 1.0549 -1.6632 -0.1634 0.9 1.6 -0.2
C -0.4063 -1.4607 -0.4422 -2.4 -2.7 -1.3
O 1.6532 -0.5262 -0.8756 1.7 -0.5 0.4
H 1.2471 -1.4505 0.9066 0.0 -0.8 -0.3
H 1.5491 -2.5880 -0.5525 -0.8 0.5 0.6
H -1.1151 -2.2025 0.1493 1.5 1.9 -0.5
H 2.6303 -0.5059 -0.6742 -1.6 -0.1 -0.3
H -0.6658 -1.8420 -1.5053 0.6 1.0 1.4
H -0.6593 -0.3801 -0.3815 0.0 -1.2 0.2
C -1.1165 1.5957 1.4378 0.3 -0.9 1.5
C -1.1169 1.9401 -0.0615 -0.3 1.1 0.7
H -0.6641 0.5216 1.6999 -0.8 2.4 -0.7
H -0.6218 2.3766 2.0213 0.6 -0.4 0.0
H -2.1101 1.6107 1.9314 0.2 -0.2 -0.7
H -0.9991 3.0242 -0.3403 -0.4 -0.7 0.9
H -2.1142 1.6316 -0.4109 0.9 -0.3 -0.9
H -0.1935 1.5428 -0.4635 -0.4 -0.7 -0.8
```
Positions in Å, forces in eV/Å.

Calculated values
- Energy relative to the best compared isomer or geometry (same formula, charge and spin): 137.75 kJ/mol
- HOMO energy: -10.32 eV
- LUMO energy: 0.034 hartree
- SMILES: CCO.CC

Formally, the natural (NBO) partial charges of the atoms, in units of the elementary charge, are as follows: number 1, C, carries -0.08; number 2, C, carries -0.65; number 3, O, carries -0.75; number 4, H, carries 0.16; number 5, H, carries 0.18; number 6, H, carries 0.21; number 7, H, carries 0.47; number 8, H, carries 0.21; number 9, H, carries 0.24; number 10, C, carries -0.62; number 11, C, carries -0.65; number 12, H, carries 0.20; number 13, H, carries 0.21; number 14, H, carries 0.20; number 15, H, carries 0.21; number 16, H, carries 0.21; number 17, H, carries 0.23

no.,electronic energy (a.u.)
1,-5147.89680
2,-1048.08638
3,-462.23690
4,-660.01048
5,-234.78015